No. 1
Molecular formula: C26H31F6NO3P
Method: DFT, ωB97M-V with the def2-TZVPD basis set

```
68
Properties=species:S:1:pos:R:3:forces:R:3
C -1.03473 -4.24057 4.44105 -0.1865 0.3649 -0.5451
C -1.99419 -3.75698 3.33457 0.4890 -0.2424 0.5527
P -1.39811 -3.93855 1.59930 -0.3577 -0.1074 -0.5661
C 0.08457 -5.03560 1.66812 -0.2876 -0.0402 -0.1792
C -0.63955 -2.31502 1.18496 0.0234 -0.1921 0.2813
C -1.21715 -1.64284 0.11728 0.2791 0.4405 -0.0305
C -0.75748 -0.40839 -0.32845 0.4136 0.0546 0.3081
O -1.38381 0.22649 -1.36914 0.0799 -0.2950 -0.1296
C -0.85157 -0.18516 -2.64950 -0.2199 -0.0497 0.1817
C -1.58418 0.52551 -3.78279 0.0372 0.7309 0.4666
C -3.04207 0.82191 -3.40305 0.1825 -0.4587 -0.5825
C -0.91545 1.85722 -4.16989 -0.1306 -0.4372 0.0924
C 0.56927 1.81142 -4.50599 0.0843 0.2716 -0.6236
C 0.91765 0.79415 -5.60392 0.1010 0.1846 0.5280
C 1.03254 3.23253 -4.92233 0.0985 -0.4670 0.4873
C 0.32061 0.16951 0.34638 -0.2114 -0.2526 0.0097
C 0.90578 -0.50170 1.42813 -0.4973 0.0168 -0.2240
C 0.45017 -1.74507 1.84625 -0.1024 0.2958 -0.3877
C 2.05572 0.16863 2.10600 -0.4572 0.1772 -0.1776
O 3.02064 -0.46157 2.41344 0.6997 -0.3183 0.4126
C 1.89782 1.65669 2.26025 -0.1689 0.5228 0.1332
C 1.32125 2.30548 1.16118 0.2126 0.0046 0.3919
C 1.13695 3.68540 1.14106 0.3027 -0.2618 0.4465
C 1.51136 4.41831 2.24970 -0.0932 -0.2838 -0.3050
C 2.07265 3.76744 3.34449 -0.0142 0.1798 -0.1191
F 2.41794 4.54339 4.37092 -0.0665 0.0453 -0.0979
C 2.28294 2.39509 3.40256 -0.2244 -0.1704 -0.5284
C 2.88075 1.65724 4.58627 0.4332 0.5450 -0.0620
F 2.14898 0.55609 4.84332 -0.3426 -0.3219 0.0108
F 4.13579 1.27128 4.27298 0.1655 -0.1247 0.0012
C 3.01241 2.39483 5.94711 -0.0389 -0.5682 -0.0339
F 3.34925 1.48793 6.86641 0.0408 -0.0247 0.0659
F 3.95527 3.31303 5.91277 0.3333 0.3064 0.0507
F 1.85569 2.93309 6.30581 -0.3853 0.1725 0.1536
C 0.87289 1.50776 -0.00573 -0.0213 -0.3951 0.5182
O 0.94430 1.91197 -1.13271 -0.1486 0.3827 -0.7826
H -0.00860 -3.97110 4.20715 0.1551 0.0402 0.1401
H -1.09266 -5.31921 4.52713 0.0857 -0.1569 0.1670
H -1.30162 -3.78264 5.38566 -0.0354 -0.0691 0.2294
H -2.90845 -4.33687 3.41078 -0.2275 -0.0201 -0.1031
H -2.27490 -2.72111 3.50843 0.0081 0.1834 -0.1762
H 0.10370 -5.64092 2.56660 0.0646 0.0069 0.1690
H 1.01218 -4.48463 1.55884 0.1396 0.0704 0.1620
H 0.00248 -5.71983 0.83008 0.0833 -0.0990 -0.1331
H -2.06191 -2.08278 -0.38095 -0.2495 -0.1212 -0.0081
H 0.21533 0.01234 -2.65316 0.1525 0.0249 -0.0837
H -0.97435 -1.27584 -2.72676 -0.0463 -0.1282 -0.0136
H -1.56740 -0.13199 -4.64743 0.0195 -0.1797 -0.1084
H -3.47642 -0.00794 -2.84474 -0.2500 -0.0293 0.2075
H -3.64527 0.95898 -4.29797 -0.0311 0.0651 -0.0752
H -3.11987 1.72056 -2.80653 -0.0284 0.0409 0.2952
H -1.47858 2.25054 -5.01828 0.0306 0.1207 -0.1465
H -1.06839 2.55644 -3.34863 0.0310 0.1354 0.1281
H 1.13795 1.55278 -3.62028 -0.0869 -0.1224 0.2555
H 0.36685 -0.13761 -5.51034 -0.1379 -0.1246 -0.0772
H 1.96724 0.53031 -5.50877 0.1988 0.0395 -0.2314
H 0.75135 1.22889 -6.58353 -0.1195 -0.1198 -0.2350
H 1.50443 3.22116 -5.89842 -0.0399 0.1199 -0.1958
H 0.19463 3.92210 -4.91398 -0.0520 0.1846 -0.1857
H 1.76593 3.60148 -4.21214 0.1023 0.1744 0.0528
H 0.93095 -2.23773 2.67767 0.0859 -0.0493 0.0665
H 0.69202 4.13720 0.26969 -0.0055 0.1578 -0.0692
H 1.36383 5.48540 2.27203 0.0726 0.1266 0.1864
N -3.47534 -2.90302 -2.30546 -0.0324 0.0574 -0.0413
H -4.02048 -3.14919 -1.47457 0.0529 -0.0117 0.0361
H -3.20197 -1.91178 -2.25693 0.0253 -0.0146 -0.0018
H -2.63412 -3.48450 -2.33510 0.0274 0.0105 0.0709
H -4.03343 -3.06042 -3.14690 -0.0146 0.0027 0.0013
```
Positions in Å, forces in eV/Å.

Computed properties:
net charge	+1
gap between HOMO and LUMO	0.2756	Eh

Löwdin atomic charge list, values in e, 2 entries:
1. C -0.150
2. C -0.419


No. 2
Molecular formula: C26H31IrN5O2P
Method: DFT, ωB97M-V with the def2-TZVPD basis set

```
66
Properties=species:S:1:pos:R:3:forces:R:3
Ir -0.24716 0.46024 -1.38616 -0.4720 3.3917 0.5631
C 5.04324 2.47084 -1.74356 0.3626 0.6070 -0.0973
N 4.07904 1.40234 -1.91086 -0.8126 0.2250 0.1089
C 4.58214 0.09894 -2.29676 0.0064 -0.5773 -0.0906
C 2.75774 1.59924 -1.76916 0.4239 -0.3938 -0.0590
N 1.88674 0.61954 -1.78656 -1.0326 -1.3088 -0.2223
N 2.34084 2.90364 -1.60586 0.1053 0.5619 0.1480
C 1.07854 3.42264 -1.81346 0.4828 -0.1658 0.2291
N 1.02844 4.73814 -2.03666 -0.1761 0.0651 -0.0439
N 0.01894 2.67674 -1.76696 -0.6907 -2.3649 0.7460
H 6.04084 2.04224 -1.68056 -0.1136 0.0200 0.0320
H 4.88104 3.02614 -0.81836 0.0025 -0.0443 0.0511
H 5.03854 3.15674 -2.59516 0.0208 0.0116 -0.0047
H 5.62454 0.18864 -2.58896 -0.0680 0.0408 0.0237
H 4.03694 -0.28536 -3.15976 0.0209 -0.0146 -0.0394
H 4.52224 -0.61936 -1.47736 -0.0044 -0.0126 0.0546
H 2.29624 -0.27676 -2.03486 0.1444 0.2639 0.2234
H 3.08094 3.59384 -1.55806 -0.1261 -0.1786 -0.0457
H 1.85024 5.31784 -2.09606 0.0067 -0.0592 -0.1041
H 0.14694 5.18644 -2.24476 0.1398 -0.0071 0.1194
H -0.84046 3.17874 -1.96716 0.0876 -0.1799 0.0362
O -2.40736 0.94454 -2.36956 -1.0059 0.5980 1.5337
C -2.43586 0.91574 -1.16866 3.7334 -1.7721 -3.1382
C -3.05586 0.76374 0.03254 -2.2385 0.6058 3.2586
C -4.44406 1.09764 0.16024 1.1167 -0.3680 -0.3733
C -5.02336 1.11614 1.40224 -0.2601 -0.1604 0.7528
C -4.29146 0.82874 2.56494 -0.5638 0.2198 -0.8593
C -2.95686 0.48134 2.47174 0.8818 -0.3031 -0.5921
C -2.32286 0.43844 1.23124 -0.8519 0.4617 -0.6079
P -0.58366 0.02294 1.04714 0.7463 -1.3149 -1.3393
C -0.31606 -1.78606 0.92024 -0.2302 0.5906 -0.1426
C 0.94314 -2.20616 0.47374 -0.2028 0.2038 0.2189
C 1.23184 -3.55716 0.42174 -0.0989 -0.0483 -0.1002
C 0.26254 -4.48456 0.78464 -0.1233 0.0042 -0.0112
C -0.99056 -4.06306 1.21564 -0.0418 -0.0848 -0.0563
C -1.29616 -2.71006 1.26814 0.2005 0.1020 0.1528
C 0.22134 0.47164 2.61064 0.0251 0.8012 -0.7499
C 0.79614 -0.48526 3.44694 -0.0440 -0.2855 -0.1357
C 1.27864 -0.10546 4.68934 -0.0725 0.1598 0.0038
C 1.22384 1.22634 5.08614 -0.0546 -0.2956 -0.1058
C 0.67904 2.18364 4.24104 -0.0448 0.1636 -0.1096
C 0.18094 1.81574 3.00414 0.0697 -0.1042 0.0170
H -5.01126 1.33804 -0.72506 -0.1151 0.0771 -0.0974
H -6.07336 1.34874 1.48484 -0.1054 0.1231 0.0382
H -4.77046 0.88904 3.52804 -0.0966 -0.0363 0.1487
H -2.38766 0.23794 3.35754 0.0138 0.0329 0.0939
H 1.68944 -1.46766 0.20324 0.0762 -0.0394 0.0197
H 2.20154 -3.89666 0.09234 0.1063 -0.0078 -0.0195
H 0.48024 -5.54266 0.72264 0.0248 0.0070 0.0805
H -1.72756 -4.79226 1.52474 -0.0201 -0.0053 -0.0413
H -2.26246 -2.37776 1.62404 -0.0758 -0.0527 -0.0011
H 0.84374 -1.52216 3.14644 0.0031 -0.0269 0.0298
H 1.68264 -0.85196 5.35614 0.0719 -0.0574 0.0047
H 1.59864 1.50894 6.05774 0.0409 0.0594 0.0731
H 0.64514 3.21634 4.55354 -0.0219 0.0826 -0.0047
H -0.23996 2.55684 2.33814 -0.0656 0.1447 0.0274
C -1.37746 -3.70996 -2.96896 0.3549 0.1180 -0.0424
C -1.86026 -2.41826 -2.41416 -0.1920 -0.5175 0.0249
C -3.33206 -2.20586 -2.41846 -0.2356 0.3426 -0.0120
O -1.06036 -1.59826 -1.96866 1.0309 0.8548 0.4186
H -1.73576 -3.82766 -3.99086 -0.0912 0.0096 -0.1218
H -1.81156 -4.53176 -2.40196 -0.0647 -0.0659 0.0955
H -0.29336 -3.76986 -2.94936 0.0160 -0.0184 0.0056
H -3.87816 -3.14166 -2.49106 0.0157 -0.0458 0.0477
H -3.59006 -1.61726 -3.30196 0.0344 0.0086 -0.1416
H -3.66966 -1.63476 -1.55616 0.0473 -0.0408 0.1287
```
Positions in Å, forces in eV/Å.

Computed properties:
net charge	+3
spin multiplicity	2
gap between HOMO and LUMO (alpha / beta)	0.2415 / 0.2440	Eh

Löwdin atomic charge list, values in e, 2 entries:
1. Ir 1.203
2. C -0.011


No. 3
Molecular formula: C26H31N2O8Ti
Method: DFT, ωB97M-V with the def2-TZVPD basis set

```
68
Properties=species:S:1:pos:R:3:forces:R:3
O -4.62053 0.34329 -2.37664 -0.2453 0.1550 1.2286
C -5.75217 1.03835 -1.71211 0.2235 -1.6008 -0.1000
C -6.42750 -0.39048 -1.37441 0.9381 0.7684 -0.4438
H -6.15662 1.59762 -2.58517 -0.4540 0.0444 1.3387
H -5.57664 1.61372 -0.75903 0.4288 -0.1921 -1.3106
C -4.98907 -0.96054 -1.82564 0.2872 0.5729 1.3995
H -7.23912 -0.39723 -2.11560 -0.0269 -1.0651 0.5843
H -6.67326 -0.66757 -0.26911 0.0646 0.7279 -2.2511
C -4.60442 -2.08276 -2.80670 -0.4918 0.0808 0.3192
H -4.13836 -1.68947 -3.71519 -0.0261 0.1782 0.2575
H -5.49505 -2.59835 -3.12486 -0.3588 -0.3493 -0.2125
H -3.93248 -2.83028 -2.35445 -0.2251 0.3884 -0.0895
C -4.22591 -1.13662 -0.47790 0.5363 -0.0473 0.3223
H -4.47487 -0.22770 0.16272 0.4567 -1.4276 -0.4482
H -3.12621 -1.13642 -0.68663 -0.7719 0.1733 0.1509
H -4.39910 -2.13500 0.06631 -0.2296 1.5791 -0.7730
Ti 0.09944 0.20843 -0.36558 1.3816 -1.2588 5.2680
C 0.11975 -0.82174 2.77897 -0.6530 0.1674 -0.1889
C 0.52814 0.52798 2.71524 -1.5049 -0.0225 0.8553
C -0.47062 1.28054 2.05133 0.0909 -0.2252 -0.2143
H 1.38646 0.91567 3.24848 -0.1975 0.1939 -0.0605
C -1.40678 0.33631 1.48133 0.6577 0.0248 0.5413
C -1.05101 -0.96290 2.00093 -0.0920 0.7285 0.7607
H -1.74190 -1.80431 2.04659 0.4433 0.0887 -0.5026
H 0.59076 -1.60038 3.38584 -0.1188 0.2991 -0.5589
H -0.65722 2.34606 2.21695 0.3740 -0.3166 -0.7092
H -2.32887 0.58015 0.98069 -0.3697 0.0973 0.2040
C 1.47966 -2.45478 0.61339 0.2792 -0.1014 -0.6369
C 0.14238 -2.63255 0.22839 0.2706 0.2178 -1.3807
C -0.12778 -1.90944 -0.99993 1.2109 -0.8037 0.4426
H -0.53529 -3.33286 0.68701 -0.2569 0.3860 0.3393
C 1.18841 -1.39157 -1.41466 0.2489 -0.3871 0.7539
C 2.12036 -1.62103 -0.33910 -1.0825 -2.0769 -1.2627
H 3.20669 -1.47350 -0.41769 -0.6852 0.3436 0.1779
H 1.97471 -2.91354 1.47454 -0.4144 0.3275 -0.3114
H -1.12124 -1.67564 -1.44168 0.8871 -0.8855 -0.0577
H 1.54206 -1.15188 -2.40884 -0.3389 0.2943 0.0168
O -0.42082 0.58137 -2.12036 -0.3837 2.9407 -6.8275
C -1.04591 0.58968 -3.71084 -0.0181 1.1098 1.3594
C -1.25192 2.09904 -3.87832 0.3986 -0.6099 0.6299
H -2.02051 0.11992 -3.76327 0.3466 -0.9597 0.4627
H -0.19555 0.24212 -4.36812 -1.1875 -0.1185 1.0210
C 0.06083 2.63678 -3.40905 1.2890 0.0530 1.3681
H -1.97978 2.56910 -3.24142 -0.9188 -0.7185 0.3070
H -1.53560 2.36307 -4.88696 0.2199 -0.1261 -0.4505
C 0.71712 1.53103 -2.53220 0.5055 0.3442 -0.2563
H -0.01858 3.43197 -2.67210 -0.3414 0.6783 -0.6806
H 0.67962 2.91634 -4.25011 0.5184 0.1552 0.1148
H 1.27394 1.96161 -1.65573 -0.9150 -0.5227 -0.4863
H 1.49177 0.98805 -3.10757 -0.6848 -0.2818 0.4060
O 3.13251 2.68645 0.21947 0.0569 -0.1084 0.0777
C 2.85569 1.60385 0.68566 -2.0080 -1.2284 -1.0376
O 1.76512 0.88640 0.28518 3.3203 2.1428 0.9722
C 3.73789 0.98819 1.76958 0.5726 0.6884 0.3383
C 3.46648 -0.23034 2.37700 -0.2075 0.3025 -0.2881
C 4.17925 -0.63913 3.49217 -0.2297 0.3111 -0.4668
C 5.27206 0.05135 3.97904 0.2080 -0.0822 -0.0941
C 5.63527 1.20445 3.28990 -1.4152 -0.4070 -0.9544
C 4.84477 1.72641 2.23500 0.5219 -0.4411 0.4072
N 6.89052 1.82142 3.61036 3.1824 1.6724 1.1814
O 7.56097 1.37845 4.56460 -1.5546 0.1710 -1.3659
O 7.31337 2.77892 2.93966 -1.3404 -1.4448 0.4933
N 3.73175 -1.85011 4.15044 -0.8955 -2.9946 1.3192
O 2.74991 -2.47895 3.68664 1.9869 1.5875 0.6126
O 4.34167 -2.25458 5.15547 -0.6826 1.1248 -1.6070
H 2.66715 -0.82358 1.97522 -0.2523 -0.1706 0.1765
H 5.83601 -0.34409 4.81764 -0.0303 0.2171 -0.1602
H 5.15824 2.67525 1.79521 -0.2980 -0.3617 -0.0202
```
Positions in Å, forces in eV/Å.

Computed properties:
spin multiplicity	2
gap between HOMO and LUMO (alpha / beta)	0.2079 / 0.2075	Eh

Löwdin atomic charge list, values in e, 2 entries:
1. O -0.153
2. C -0.133